Record 1
15
Properties=species:S:1:pos:R:3 method="wB97M-V/def2-TZVPD" homo_energy_ev=-9.600 orbital_gap_ev=10.68 relative_energy_kj_mol=177.2
C 2.18 0.14 0.71
C 1.40 -0.06 -0.64
N -0.06 -0.11 -0.68
C -0.61 0.02 0.45
O -1.92 0.01 0.69
C -2.77 -0.11 -0.44
H 1.70 -0.01 1.68
H 3.01 -0.56 0.73
H 2.59 1.16 0.76
H 1.76 -0.97 -1.13
H 1.69 0.76 -1.32
H -0.02 0.15 1.35
H -3.78 -0.06 -0.05
H -2.60 -1.06 -0.96
H -2.58 0.71 -1.14

***

Record 2
15
Properties=species:S:1:pos:R:3 method="wB97M-V/def2-TZVPD" homo_energy_ev=-9.253 orbital_gap_ev=10.20 relative_energy_kj_mol=174.2
C 1.46 -0.75 -1.66
C 1.02 0.15 -0.51
N -0.18 -0.38 0.13
C -0.79 0.61 1.04
C -2.26 0.37 1.28
O -3.10 1.21 1.12
H 1.07 -1.76 -1.49
H 2.53 -0.81 -1.77
H 0.94 -0.46 -2.58
H 0.79 1.15 -0.87
H 1.86 0.32 0.17
H 0.17 -1.15 0.70
H -0.39 0.46 2.05
H -0.60 1.61 0.65
H -2.52 -0.60 1.73

***

Record 3
15
Properties=species:S:1:pos:R:3 method="wB97M-V/def2-TZVPD" homo_energy_ev=-8.417 orbital_gap_ev=9.49 relative_energy_kj_mol=253.6
C -1.97 0.41 0.33
C -1.27 -0.47 -0.70
N -0.11 0.17 -1.29
C 1.13 0.21 -0.82
O 1.18 -0.46 0.34
C 2.42 -0.14 0.96
H -2.85 -0.10 0.73
H -2.29 1.35 -0.12
H -1.30 0.63 1.16
H -0.94 -1.40 -0.24
H -1.94 -0.72 -1.53
H -0.22 0.70 -2.14
H 2.88 0.68 0.41
H 3.05 -1.02 0.92
H 2.24 0.15 2.00

***

Record 4
15
Properties=species:S:1:pos:R:3 method="wB97M-V/def2-TZVPD" homo_energy_ev=-9.876 orbital_gap_ev=10.78 relative_energy_kj_mol=246.9
O -1.29 1.90 -3.56
C -1.87 1.48 -2.60
H -2.26 0.45 -2.60
H -2.02 2.10 -1.70
C 0.12 0.06 -0.34
C 1.09 -0.13 0.81
C 0.79 -1.55 2.62
N 0.40 -0.51 2.04
H 0.69 0.35 -1.23
H -0.37 -0.88 -0.60
H -0.62 0.82 -0.14
H 1.62 0.80 1.01
H 1.82 -0.89 0.53
H 1.61 -2.16 2.22
H 0.29 -1.83 3.54